1.
Computed, not measured: 9 unconnected molecules or ions with the total composition C44H97F6N5O6 at a distorted geometry, with ωB97M-V/def2-TZVPD.

Computed properties:
* HOMO: -8.04 eV
* SMILES: CCOC(=O)C(F)(F)F.CCOC(=O)C(F)(F)F.CCN(CC)CC.CCN(CC)CC.CCN(CC)CC.CCN(CC)CC.CCN(CC)CC.CC(C)=O.CC(C)=O
* energy: -83238.809 eV
* 2S+1: 1
* largest force on an atom: 0.055 Eh/bohr
* orbital gap: 8.55 eV

Structure (XYZ):
```
158
C44H97F6N5O6 (ωB97M-V/def2-TZVPD)
C -1.55079 -1.05259 0.38881
C -1.05607 0.31529 0.85900
O -0.57424 0.99606 -0.29128
C -0.20862 2.26938 -0.15120
O -0.19626 2.95458 0.81328
C 0.27306 2.77179 -1.51745
F 1.61271 2.69104 -1.57191
F -0.18273 2.01435 -2.50486
F -0.01046 4.04132 -1.74834
H -0.78526 -1.66695 -0.07960
H -2.35555 -0.79113 -0.30392
H -2.06405 -1.64870 1.14344
H -0.22392 0.26026 1.57026
H -1.81320 0.90205 1.38598
C -1.38782 -6.08782 -1.79451
C -1.89871 -5.34112 -0.58634
O -1.40724 -5.74118 0.67381
C -1.44555 -7.02891 1.01860
O -2.21544 -7.80319 0.55291
C -0.46143 -7.39189 2.17104
F 0.54972 -8.11610 1.75302
F -0.08608 -6.29273 2.80964
F -1.17229 -8.12117 3.04473
H -0.29639 -6.10728 -1.81798
H -1.76756 -5.74109 -2.75634
H -1.75257 -7.11619 -1.82128
H -2.99017 -5.47054 -0.58603
H -1.83081 -4.25557 -0.65561
C 5.08991 0.04890 -5.78638
C 4.76699 1.53306 -6.03027
N 3.92190 2.14743 -5.01023
C 2.55244 1.55152 -4.99325
C 1.71935 2.06142 -6.13970
C 4.48253 2.14648 -3.62876
C 5.89619 2.69842 -3.68423
H 4.25522 -0.59456 -5.50787
H 5.84194 -0.08212 -5.00361
H 5.53016 -0.39954 -6.68094
H 5.70232 2.08489 -6.01241
H 4.20795 1.64885 -6.95770
H 2.56626 0.47612 -4.78557
H 2.14285 1.94207 -4.05740
H 1.97793 1.75804 -7.15488
H 0.70331 1.67977 -5.98529
H 1.62768 3.14662 -6.14167
H 4.47506 1.06415 -3.42228
H 3.88724 2.65312 -2.87313
H 6.22282 2.86896 -2.65560
H 5.82739 3.67581 -4.16584
H 6.60624 2.05262 -4.18991
C -2.39667 6.20998 -3.15283
C -3.23442 7.42843 -2.72977
N -3.79759 8.16128 -3.86909
C -4.85357 7.36634 -4.53678
C -5.16596 7.83412 -5.93584
C -4.30302 9.49549 -3.52647
C -5.26059 9.54705 -2.31924
H -1.57603 6.44391 -3.82665
H -3.04987 5.41016 -3.49016
H -1.86164 5.96350 -2.23088
H -3.84937 7.35237 -1.82597
H -2.45693 8.10869 -2.34909
H -4.55352 6.31889 -4.52778
H -5.72856 7.35390 -3.87066
H -4.30207 7.94634 -6.58972
H -5.67731 6.96366 -6.36428
H -5.81507 8.70486 -5.98246
H -4.78810 9.97821 -4.37819
H -3.44618 10.16967 -3.43903
H -6.01158 8.75519 -2.34231
H -5.81029 10.48586 -2.26555
H -4.72270 9.36969 -1.38669
C 5.31321 -1.42917 3.32311
C 4.58696 -1.27008 2.00600
N 3.60424 -0.18577 2.02740
C 2.42062 -0.38206 2.86027
C 1.55865 -1.57852 2.42304
C 3.29441 0.41432 0.72165
C 4.49472 1.21345 0.21114
H 5.75192 -0.51398 3.71719
H 6.05444 -2.21064 3.14490
H 4.64952 -1.78223 4.11626
H 5.28075 -1.01150 1.20726
H 4.08813 -2.20059 1.70232
H 2.65481 -0.55441 3.91333
H 1.93078 0.58874 2.77756
H 0.56832 -1.66089 2.86660
H 1.47865 -1.57535 1.32735
H 2.07225 -2.54142 2.50245
H 2.40835 1.04687 0.78111
H 3.01865 -0.38911 0.02355
H 5.45763 0.71773 0.28701
H 4.55749 2.14568 0.77918
H 4.31865 1.56880 -0.80546
C -3.30156 -4.02182 8.17084
C -4.30961 -3.70383 7.07798
N -3.86711 -4.05994 5.73080
C -4.84288 -3.61760 4.73140
C -4.37538 -3.73319 3.30125
C -3.57967 -5.49981 5.61148
C -4.73863 -6.47364 5.89671
H -3.65010 -3.78794 9.17507
H -2.51489 -3.29332 7.95739
H -2.98037 -5.05705 8.11150
H -5.31281 -4.11116 7.29544
H -4.59589 -2.64594 7.08172
H -4.91898 -2.55404 4.97485
H -5.81589 -4.11356 4.83283
H -5.02638 -3.25692 2.56449
H -4.42063 -4.77366 2.96490
H -3.37616 -3.32140 3.15653
H -3.17875 -5.69722 4.61226
H -2.68155 -5.79150 6.15969
H -5.17490 -6.27330 6.87328
H -5.51804 -6.48519 5.13455
H -4.30158 -7.47321 5.85210
C 4.25231 -2.38959 -1.76404
C 2.77750 -2.70497 -1.72200
N 2.11327 -2.96454 -2.96404
C 2.54810 -4.18417 -3.64655
C 2.26786 -4.02349 -5.13503
C 0.65737 -2.85334 -2.88543
C 0.28643 -1.34480 -2.94141
H 4.57659 -1.83062 -0.88597
H 4.51873 -1.85693 -2.68193
H 4.87432 -3.28898 -1.74284
H 2.72524 -3.57819 -1.04105
H 2.28104 -1.88763 -1.19282
H 3.62541 -4.34295 -3.58442
H 2.07630 -5.09514 -3.25488
H 2.81488 -3.21100 -5.62125
H 2.48693 -4.89247 -5.76486
H 1.24768 -3.77948 -5.44444
H 0.21491 -3.16628 -1.92894
H 0.21142 -3.40167 -3.70710
H 0.76015 -0.95010 -3.84212
H 0.64775 -0.83588 -2.05199
H -0.78285 -1.18914 -3.09204
C 2.24872 3.64729 2.70627
C 2.02929 3.04909 4.06859
C 3.23724 2.46262 4.77759
O 0.96205 3.03786 4.62884
H 1.47783 4.35033 2.40524
H 2.31201 2.87251 1.93455
H 3.24821 4.06741 2.56789
H 4.09686 3.12173 4.87802
H 3.47757 1.44856 4.45393
H 2.93891 2.22672 5.80422
C -4.17661 0.92834 5.73906
C -3.28980 1.02347 4.52387
C -1.81381 0.95882 4.82562
O -3.71980 1.19288 3.40643
H -5.17067 0.79845 5.31378
H -4.03626 1.86906 6.27491
H -3.87866 0.10475 6.38406
H -1.47507 1.98890 4.98012
H -1.15017 0.53147 4.07623
H -1.62555 0.45484 5.77418
```

=====

2.
Computed, not measured: a single C12H13N3O4S molecule at a distorted geometry, with ωB97M-V/def2-TZVPD.

Computed properties:
* HOMO: -9.15 eV
* SMILES: O=c1ncc(CS(=O)(=O)O)c(NCc2ccccc2)[nH]1
* energy: -36146.958 eV
* 2S+1: 1
* largest force on an atom: 0.107 Eh/bohr
* orbital gap: 9.02 eV

Structure (XYZ):
```
33
C12H13N3O4S (ωB97M-V/def2-TZVPD)
O -0.46317 2.17867 -4.22033
C 0.04983 1.38092 -3.50768
N 1.17656 0.85929 -4.02861
C 1.82183 0.18196 -3.10345
C 1.32547 0.00843 -1.63609
C 2.19340 -0.58161 -0.47546
S 4.00817 -0.38154 -0.77790
O 4.95894 -0.73721 0.36130
O 4.35338 0.97696 -1.33736
O 4.25713 -1.45341 -2.04566
C 0.09786 0.55537 -1.36289
N -0.46910 0.20835 -0.14185
C -0.68856 1.03675 0.98429
C -1.72446 0.24249 1.69592
C -1.35137 -0.84683 2.55879
C -2.26455 -1.55637 3.23547
C -3.62266 -1.17242 3.23024
C -3.97013 -0.05385 2.48890
C -3.10106 0.61812 1.66008
N -0.54423 1.20095 -2.33863
H 2.79789 -0.20794 -3.25643
H 2.04413 -1.64389 -0.31751
H 1.93498 -0.05955 0.51448
H 5.18297 -1.43444 -1.93083
H -0.73980 -0.76043 -0.06039
H 0.17940 1.28395 1.58589
H -1.17245 1.90594 0.65043
H -0.32828 -1.28005 2.62046
H -1.89208 -2.45465 3.73287
H -4.38341 -1.65191 3.75731
H -5.03778 0.24575 2.49667
H -3.47148 1.45823 1.05822
H -1.15738 1.93399 -2.09026
```

=====

3.
Computed, not measured: a molecular structure, C11H16AsN9ReS5 at a distorted geometry, with ωB97M-V/def2-TZVPD.

Computed properties:
* HOMO (spin up / spin down): -17.63 / -17.63 eV
* energy: -142193.245 eV
* 2S+1: 1
* largest force on an atom: 0.087 Eh/bohr
* charge: +3
* orbital gap (spin up / spin down): 5.80 / 5.80 eV

Structure (XYZ):
```
43
C11H16AsN9ReS5 (ωB97M-V/def2-TZVPD)
Re -0.83968 -1.40983 -0.26265
C -1.25197 3.81180 2.48835
C -0.78200 2.72188 3.41976
N -1.31526 1.37569 3.00769
C -0.72534 0.60780 2.12589
S -1.56093 -1.04947 1.73524
N 0.30577 0.84960 1.39373
N 0.67519 -0.21066 0.54614
C 2.00187 -0.45018 0.34656
C 2.92395 0.57336 0.78574
C 2.21158 -1.51309 -0.62763
C 3.41633 -1.81429 -1.24619
C 3.34527 -2.76566 -2.23108
C 2.14859 -3.33754 -2.65591
C 1.00310 -2.96464 -1.94274
N 0.99979 -2.12029 -0.94774
H -0.89723 4.79464 2.87399
H -0.84813 3.75853 1.40357
H -2.33458 4.04365 2.62063
H 0.27393 2.53483 3.59214
H -1.11291 2.84908 4.49479
H -2.14843 0.99833 3.44654
H 2.41497 1.36567 1.28624
H 3.82192 0.29118 1.36961
H 3.31235 1.02788 -0.16499
H 4.33199 -1.28054 -0.97656
H 4.29495 -3.15310 -2.73243
H 2.12955 -4.04838 -3.45232
H -0.04444 -3.27119 -2.28079
S -2.71058 -6.75174 -0.97528
As -3.92655 -6.21342 0.40749
S -2.50956 -2.04145 -1.80115
S -2.01175 -3.55773 -0.53036
S -3.56763 -3.65967 0.68505
N -0.28295 3.56747 -2.29267
N -0.95009 2.40875 -1.76912
N -2.15342 2.53867 -1.30416
C -2.38629 1.28499 -0.90207
N -1.27874 0.55906 -1.03258
N -0.33349 1.30091 -1.59488
H -0.85893 4.08315 -2.93250
H 0.58851 3.34226 -2.79746
H -3.36870 0.92367 -0.57590
```

=====

> What is the energy in the second record?

-36146.958 eV